<i>
DFT (ωB97M-V with the def2-TZVPD basis set) results for the molecule C3H6N2O2.

Geometry as ORCA input:
```
! wB97M-V def2-TZVPD RIJCOSX def2/J DEFGRID3
* xyz 0 1
N -1.8987 -0.5293 1.5117
C -0.5823 -0.4755 1.1173
C -0.1569 -0.2030 -0.1381
O -1.0314 0.0073 -1.1956
C 1.2950 0.0321 -0.2935
N 1.6713 0.6693 -1.4423
O 2.0930 -0.2996 0.5846
H -2.5271 -0.0878 0.8419
H -2.0617 -0.2506 2.4748
H 0.0893 -0.7899 1.9156
H -0.5488 -0.2912 -1.9872
H 1.0121 1.2784 -1.9088
H 2.6463 0.9397 -1.4806
*
```

The calculation puts the HOMO-LUMO gap at 8.737 eV. The value obtained for the molar mass is 102.093 g/mol. The calculation puts the HOMO energy at -0.2968 Eh. As for the structure (SMILES): N/C=C(\O)C(N)=O.


<ii>
DFT (ωB97M-V with the def2-TZVPD basis set) results for the molecule C3H6N2O2.

Geometry as ORCA input:
```
! wB97M-V def2-TZVPD RIJCOSX def2/J DEFGRID3
* xyz 0 1
O 2.7542 0.2327 -0.0921
N 1.8904 -0.9493 -0.0040
C 0.6826 -0.5318 -0.0608
N 0.2441 0.6930 0.1989
C -1.1770 0.7759 -0.2199
C -1.5266 -0.6596 0.1450
O -0.2887 -1.3987 -0.1895
H 3.6388 -0.2905 0.2963
H 0.8253 1.4485 -0.0404
H -1.2784 1.0326 -1.2786
H -1.6440 1.4572 0.4371
H -1.7569 -0.6894 1.2039
H -2.3639 -1.1205 -0.3959
*
```

The calculation puts the HOMO-LUMO gap at 9.111 eV. The value obtained for the molar mass is 102.093 g/mol. The calculation puts the HOMO energy at -0.3042 Eh. As for the structure (SMILES): O/N=C1\NCCO1.


<iii>
DFT (ωB97M-V with the def2-TZVPD basis set) results for the molecule C3H6N2O2.

Geometry as ORCA input:
```
! wB97M-V def2-TZVPD RIJCOSX def2/J DEFGRID3
* xyz 0 1
N -0.9832 -1.2611 -0.7524
C -0.2295 -0.2871 -1.4024
O 0.0135 -0.3615 -2.5809
C 0.3487 0.8592 -0.5723
N 0.0193 0.7670 0.8592
C 0.7411 -0.0539 1.7447
O 0.4794 0.1477 2.9103
H -1.3431 -2.1137 -1.1340
H -1.2760 -0.9900 0.1711
H 1.4291 0.7755 -0.7155
H 0.0447 1.8520 -0.9786
H -0.6538 1.3966 1.2549
H 1.4099 -0.7306 1.1959
*
```

The calculation puts the HOMO-LUMO gap at 10.390 eV. The value obtained for the molar mass is 102.093 g/mol. The calculation puts the HOMO energy at -0.3552 Eh. As for the structure (SMILES): NC(=O)CNC=O.


<iv>
DFT (ωB97M-V with the def2-TZVPD basis set) results for a cluster of 2 separate species, C3H6N2O2 in total.

Geometry as ORCA input:
```
! wB97M-V def2-TZVPD RIJCOSX def2/J DEFGRID3
* xyz 0 1
N -2.2255 -1.1082 -0.9150
C -2.4389 -0.0741 -0.1613
O -1.6869 0.9892 0.1545
O -3.6744 -0.0624 0.3754
H -1.1785 -1.0267 -1.3072
H -0.9456 1.1292 -0.4453
H -3.9088 -0.9065 0.0155
C 3.1076 0.0808 0.5823
C 1.8138 0.2365 -0.0080
N 0.8404 0.5069 -0.5569
H 3.2695 -1.0238 0.7662
H 3.0205 0.7801 1.4602
H 4.0067 0.4791 0.0397
*
```

The calculation puts the HOMO-LUMO gap at 9.842 eV. The value obtained for the molar mass is 102.093 g/mol. The calculation puts the HOMO energy at -0.3473 Eh. As for the structure (SMILES): N=C(O)O.CC#N.


Most stable one: <iii>, least stable one: <ii>.


<i>
DFT (ωB97M-V with the def2-TZVPD basis set) results for the molecule C3H6N2O2.

Geometry as ORCA input:
```
! wB97M-V def2-TZVPD RIJCOSX def2/J DEFGRID3
* xyz 0 1
H 0.2360 0.5118 -1.6515
N 0.8074 0.5112 -0.8123
C 0.1589 0.2084 0.2330
N 0.7892 0.0779 1.4659
C 2.1162 -0.2793 1.6031
O 2.6334 -0.4989 2.6727
O -1.1593 -0.0531 0.3953
C -1.9565 -0.0654 -0.7782
H 0.2145 0.0422 2.2965
H 2.6255 -0.3564 0.6317
H -2.9392 -0.4195 -0.4681
H -1.5453 -0.7562 -1.5234
H -2.0439 0.9374 -1.2113
*
```

The calculation puts the HOMO-LUMO gap at 10.746 eV. The value obtained for the molar mass is 102.093 g/mol. The calculation puts the HOMO energy at -0.3715 Eh. As for the structure (SMILES): [H]/N=C(/NC=O)OC.


<ii>
DFT (ωB97M-V with the def2-TZVPD basis set) results for a cluster of 2 separate species, C3H6N2O2 in total.

Geometry as ORCA input:
```
! wB97M-V def2-TZVPD RIJCOSX def2/J DEFGRID3
* xyz 0 1
O 0.4291 0.7422 1.7653
C -0.4162 0.4616 0.9533
C -0.5569 1.0519 -0.4447
O -1.7162 0.3836 -0.9640
C -2.0881 -0.4588 0.0025
N -1.4414 -0.5000 1.1082
H 0.3166 0.7804 -1.0433
H -0.7307 2.1293 -0.4423
H -2.9518 -1.0716 -0.2353
N 2.0878 -0.7699 -0.3498
H 2.1900 -0.2320 0.5079
H 2.9981 -0.7955 -0.7997
H 1.8797 -1.7212 -0.0581
*
```

The calculation puts the HOMO-LUMO gap at 10.726 eV. The value obtained for the molar mass is 102.093 g/mol. The calculation puts the HOMO energy at -0.3725 Eh. As for the structure (SMILES): O=C1COC=N1.N.


<iii>
DFT (ωB97M-V with the def2-TZVPD basis set) results for a structure of composition C3H6N2O2.

Geometry as ORCA input:
```
! wB97M-V def2-TZVPD RIJCOSX def2/J DEFGRID3
* xyz 0 1
C -1.4010 -1.1117 0.1851
N -0.5883 -0.3455 -0.7354
C 0.1773 1.1457 -0.1518
O -0.4717 1.7158 0.7398
H -0.8701 -0.4601 -1.7101
H 0.4583 1.6798 -1.0819
H -1.8517 -1.9621 -0.3278
H -0.8108 -1.4604 1.0320
H -2.1969 -0.4770 0.5888
N 2.5471 0.5115 0.6819
C 1.4297 0.2051 0.1626
O 1.0825 -0.9100 -0.4168
H 2.4957 1.4689 1.0336
*
```

The calculation puts the HOMO-LUMO gap at 6.960 eV. The value obtained for the molar mass is 102.093 g/mol. The calculation puts the HOMO energy at -0.3196 Eh.


<iv>
DFT (ωB97M-V with the def2-TZVPD basis set) results for the molecule C3H6N2O2.

Geometry as ORCA input:
```
! wB97M-V def2-TZVPD RIJCOSX def2/J DEFGRID3
* xyz 0 1
H 1.1859 1.6486 -0.9004
N 1.6657 0.8507 -0.4610
C 0.8316 0.0208 0.0214
C 1.2865 -1.1601 0.8262
N -0.5788 -0.1159 -0.4106
C -1.2724 1.0454 -0.4719
O -0.7094 2.1360 -0.3873
O -2.6148 0.9277 -0.4867
H 0.5216 -1.4504 1.5489
H 2.2214 -0.9272 1.3421
H 1.4661 -1.9990 0.1484
H -1.0725 -0.9886 -0.3291
H -2.9309 0.0120 -0.4400
*
```

The calculation puts the HOMO-LUMO gap at 10.085 eV. The value obtained for the molar mass is 102.093 g/mol. The calculation puts the HOMO energy at -0.3668 Eh. As for the structure (SMILES): [H]/N=C(/C)NC(=O)O.


Most stable one: <iv>, least stable one: <iii>.


<i>
DFT (ωB97M-V with the def2-TZVPD basis set) results for the molecule C3H6N2O2.

Geometry as ORCA input:
```
! wB97M-V def2-TZVPD RIJCOSX def2/J DEFGRID3
* xyz 0 1
C 1.3759 0.5032 -1.3167
C -0.0279 0.9174 -1.0028
O -0.6361 1.6360 -1.7682
N -0.7560 0.3011 -0.0064
C -0.3503 -0.7230 0.8261
N -1.3032 -1.1159 1.7678
O 0.7440 -1.2417 0.8113
H 2.0039 0.5839 -0.4247
H 1.4848 -0.5265 -1.6397
H 1.7833 1.1726 -2.0668
H -1.6897 0.6528 0.1605
H -1.7684 -0.3782 2.2775
H -0.8603 -1.7816 2.3820
*
```

The calculation puts the HOMO-LUMO gap at 10.837 eV. The value obtained for the molar mass is 102.093 g/mol. The calculation puts the HOMO energy at -0.3766 Eh. As for the structure (SMILES): CC(=O)NC(N)=O.


<ii>
DFT (ωB97M-V with the def2-TZVPD basis set) results for the molecule C3H6N2O2.

Geometry as ORCA input:
```
! wB97M-V def2-TZVPD RIJCOSX def2/J DEFGRID3
* xyz 0 1
H 0.4985 -1.6602 -2.0553
N 0.1466 -0.7781 -1.6822
C -0.8054 -1.0178 -0.8889
O -1.5248 -0.0413 -0.2784
C -0.9030 0.8362 0.6623
C 0.4626 0.2716 1.0401
N 1.5392 0.9029 0.4906
O 0.5428 -0.7272 1.7286
H -1.1786 -2.0095 -0.6183
H -0.8531 1.8586 0.2694
H -1.5450 0.8300 1.5472
H 2.3565 0.3123 0.4171
H 1.3691 1.4715 -0.3260
*
```

The calculation puts the HOMO-LUMO gap at 10.939 eV. The value obtained for the molar mass is 102.093 g/mol. The calculation puts the HOMO energy at -0.3675 Eh. As for the structure (SMILES): [H]/N=C/OCC(N)=O.


<iii>
DFT (ωB97M-V with the def2-TZVPD basis set) results for a structure of composition C3H6N2O2.

Geometry as ORCA input:
```
! wB97M-V def2-TZVPD RIJCOSX def2/J DEFGRID3
* xyz 0 1
C -0.4292 -0.6369 -0.4834
C 0.7536 -1.1631 0.4028
C -0.2121 0.7823 -0.1966
H -2.1295 -0.1674 0.7571
H -0.1693 -0.9367 -1.5704
H 0.5825 -1.2046 1.5386
H 1.1486 -2.1341 0.1535
H 1.2979 1.6569 0.5563
H -0.8043 2.3358 0.7440
N 1.1230 1.0364 -0.2809
N -1.2212 1.4354 0.1969
O -1.7106 -1.0782 -0.0219
O 1.7216 -0.2651 0.0309
*
```

The calculation puts the HOMO-LUMO gap at 10.306 eV. The value obtained for the molar mass is 102.093 g/mol. The calculation puts the HOMO energy at -0.3620 Eh.


<iv>
DFT (ωB97M-V with the def2-TZVPD basis set) results for the molecule C3H6N2O2.

Geometry as ORCA input:
```
! wB97M-V def2-TZVPD RIJCOSX def2/J DEFGRID3
* xyz 0 1
N 1.0717 -0.4975 -1.5990
C 1.4012 0.4645 -0.5726
O 2.2655 1.2611 -0.8217
C 0.5369 0.5363 0.7027
N -0.7403 -0.0628 0.4220
C -1.8023 -0.4424 1.2715
O -2.7632 -1.0566 0.7550
H 1.5892 -0.3917 -2.5562
H 0.4481 -1.3039 -1.6410
H 1.0611 -0.0931 1.4729
H 0.4147 1.6104 1.2828
H -0.8611 -0.3359 -0.5774
H -1.8048 -0.5509 2.3808
*
```

The calculation puts the HOMO-LUMO gap at 10.476 eV. The value obtained for the molar mass is 102.093 g/mol. The calculation puts the HOMO energy at -0.3620 Eh. As for the structure (SMILES): NC(=O)CNC=O.


Most stable one: <i>, least stable one: <iii>.


<i>
DFT (ωB97M-V with the def2-TZVPD basis set) results for the molecule C3H6N2O2.

Geometry as ORCA input:
```
! wB97M-V def2-TZVPD RIJCOSX def2/J DEFGRID3
* xyz 0 1
C -2.2190 0.8627 0.3020
N -0.7616 1.1809 0.1812
N 0.0137 0.2084 0.0048
O -0.2785 -0.9645 -0.1675
C 1.4033 0.6092 0.1103
C 2.3412 -0.5477 0.4616
O 1.6142 1.7811 -0.0729
H -2.4506 1.2584 1.3629
H -2.4119 -0.1506 0.2588
H -2.8019 1.2567 -0.6147
H 1.8946 -1.2778 1.1605
H 2.2749 -1.0322 -0.5819
H 3.2878 -0.0629 0.6941
*
```

The calculation puts the HOMO-LUMO gap at 9.784 eV. The value obtained for the molar mass is 102.093 g/mol. The calculation puts the HOMO energy at -0.3661 Eh. As for the structure (SMILES): C/N=[N+](\[O-])C(C)=O.


<ii>
DFT (ωB97M-V with the def2-TZVPD basis set) results for the molecule C3H6N2O2.

Geometry as ORCA input:
```
! wB97M-V def2-TZVPD RIJCOSX def2/J DEFGRID3
* xyz 0 1
C -0.6476 -1.6157 0.5455
N -0.1621 -1.0500 -0.7508
N -0.5408 0.3268 -0.8968
C 0.0102 1.4801 -0.3540
O -0.5927 2.5549 -0.4755
C 1.2472 1.4274 0.4258
O 1.9704 0.4620 0.4650
H -1.7458 -1.6292 0.4717
H -0.3133 -2.6409 0.5722
H -0.3586 -1.0548 1.4307
H 0.8805 -1.0577 -0.7843
H -1.1860 0.4976 -1.6720
H 1.4386 2.2995 1.0223
*
```

The calculation puts the HOMO-LUMO gap at 9.067 eV. The value obtained for the molar mass is 102.093 g/mol. The calculation puts the HOMO energy at -0.3548 Eh. As for the structure (SMILES): CNNC(=O)C=O.


<iii>
DFT (ωB97M-V with the def2-TZVPD basis set) results for the molecule C3H6N2O2.

Geometry as ORCA input:
```
! wB97M-V def2-TZVPD RIJCOSX def2/J DEFGRID3
* xyz 0 1
H -0.0700 1.2094 -2.9504
N -0.7855 1.1833 -2.2286
C -0.3029 0.7092 -1.1622
N -0.9726 0.5496 0.0266
C -0.1652 -0.0376 1.0574
O -0.8283 -1.1290 1.6464
C 1.1030 -0.4077 0.2476
O 0.9971 0.3079 -0.9763
H -1.9710 0.4204 0.0193
H 0.0451 0.6993 1.8479
H -0.2139 -1.8700 1.7005
H 1.1221 -1.4869 0.0278
H 2.0420 -0.1478 0.7441
*
```

The calculation puts the HOMO-LUMO gap at 9.946 eV. The value obtained for the molar mass is 102.093 g/mol. The calculation puts the HOMO energy at -0.3417 Eh. As for the structure (SMILES): [H]/N=C1/N[C@@H](O)CO1.


<iv>
DFT (ωB97M-V with the def2-TZVPD basis set) results for a structure of composition C3H6N2O2.

Geometry as ORCA input:
```
! wB97M-V def2-TZVPD RIJCOSX def2/J DEFGRID3
* xyz 0 1
N 0.3901 2.0273 -0.5889
C 0.1605 0.7818 -0.2224
O -0.2998 -0.0245 -1.0890
C 0.5179 0.1528 1.1105
O 0.9148 -1.0809 0.7226
C -0.4485 -1.4364 -0.5329
N -1.6242 -1.6435 -0.1072
H 0.2420 2.3031 -1.5502
H 0.8333 2.6729 0.0457
H -0.3921 0.1748 1.7475
H 1.2805 0.7808 1.6116
H 0.2177 -2.0661 -1.1171
H -1.7921 -2.6421 -0.0300
*
```

The calculation puts the HOMO-LUMO gap at 8.588 eV. The value obtained for the molar mass is 102.093 g/mol. The calculation puts the HOMO energy at -0.3016 Eh.


Most stable one: <iii>, least stable one: <i>.


<i>
DFT (ωB97M-V with the def2-TZVPD basis set) results for the molecule C3H6N2O2.

Geometry as ORCA input:
```
! wB97M-V def2-TZVPD RIJCOSX def2/J DEFGRID3
* xyz 0 1
N 1.0332 0.4587 0.4572
C 0.0159 -0.6027 0.5004
C -1.1624 0.1015 0.0227
N 2.0220 0.5845 -0.5399
C -2.1890 0.7794 -0.3677
O 0.4265 -1.7204 -0.2541
O -0.6187 -0.7807 1.6443
H 0.4783 -2.4429 0.3857
H 1.2365 0.8408 1.3744
H 1.6572 0.9899 -1.3965
H 2.3749 -0.3448 -0.7591
H -2.1342 1.4561 -1.2107
H -3.1402 0.6807 0.1433
*
```

The calculation puts the HOMO-LUMO gap at 8.674 eV. The value obtained for the molar mass is 102.093 g/mol. The calculation puts the HOMO energy at -0.3238 Eh.


<ii>
DFT (ωB97M-V with the def2-TZVPD basis set) results for the molecule C3H6N2O2.

Geometry as ORCA input:
```
! wB97M-V def2-TZVPD RIJCOSX def2/J DEFGRID3
* xyz 0 1
C -2.1664 0.7897 -0.0348
N -0.7920 1.1324 -0.1626
N 0.0051 0.2440 0.1798
O -0.3637 -0.7937 0.7068
C 1.4157 0.5451 -0.0517
C 2.2964 -0.3664 0.6952
O 1.6663 1.5757 -0.6309
H -2.2849 -0.2944 -0.3144
H -2.7889 1.3930 -0.7010
H -2.5344 1.0158 0.9631
H 2.1753 -1.4801 0.6624
H 3.3970 -0.3196 0.2638
H 2.3917 0.0250 1.7152
*
```

The calculation puts the HOMO-LUMO gap at 9.454 eV. The value obtained for the molar mass is 102.093 g/mol. The calculation puts the HOMO energy at -0.3643 Eh. As for the structure (SMILES): C/N=[N+](\[O-])C(C)=O.


<iii>
DFT (ωB97M-V with the def2-TZVPD basis set) results for a structure of composition C3H6N2O2.

Geometry as ORCA input:
```
! wB97M-V def2-TZVPD RIJCOSX def2/J DEFGRID3
* xyz 0 1
C 0.6282 1.1888 -0.4067
C 0.6735 -0.5753 0.5063
C -1.4611 -0.2194 -0.8391
N 1.6467 0.4987 0.1343
N -0.3639 0.1797 -0.0925
O 0.5165 2.1025 -1.1418
O 0.5460 -1.0033 1.8511
H 1.2253 -1.6945 -0.0846
H -1.4781 -1.0516 -1.4918
H -2.2928 -0.4542 -0.0620
H -1.8879 0.5863 -1.4098
H 2.3254 0.8181 0.8289
H -0.0777 -0.3757 2.2077
*
```

The calculation puts the HOMO-LUMO gap at 10.654 eV. The value obtained for the molar mass is 102.093 g/mol. The calculation puts the HOMO energy at -0.3634 Eh.


Most stable one: <iii>, least stable one: <i>.


<i>
DFT (ωB97M-V with the def2-TZVPD basis set) results for a cluster of 2 separate species, C3H6N2O2 in total.

Geometry as ORCA input:
```
! wB97M-V def2-TZVPD RIJCOSX def2/J DEFGRID3
* xyz 0 1
C 0.5763 1.5179 -0.1026
C 0.8494 0.0635 -0.0973
N -0.1399 -0.7066 -0.2082
C 0.3623 -1.9519 -0.2445
N 1.6464 -1.9589 -0.1346
O 2.0263 -0.6312 -0.1262
H -0.4072 1.5170 -0.3387
H 1.1293 2.0195 -0.9681
H 0.8510 2.0780 0.7802
H -0.2621 -2.8968 -0.1721
O -2.5343 0.5493 0.5130
H -1.9177 0.4396 1.2554
H -2.1799 -0.0394 -0.1562
*
```

The calculation puts the HOMO-LUMO gap at 11.639 eV. The value obtained for the molar mass is 102.093 g/mol. The calculation puts the HOMO energy at -0.4024 Eh. As for the structure (SMILES): Cc1ncno1.O.


<ii>
DFT (ωB97M-V with the def2-TZVPD basis set) results for a structure of composition C3H6N2O2.

Geometry as ORCA input:
```
! wB97M-V def2-TZVPD RIJCOSX def2/J DEFGRID3
* xyz 0 1
N 0.9689 0.9582 1.6756
C 0.3759 0.3722 0.6525
O 0.6755 -0.8262 0.3809
C -0.7597 0.9387 -0.1750
O -1.5069 -0.1829 -0.3650
C -0.2002 -1.3579 -0.7961
N 0.4199 -1.2316 -1.8977
H 1.6013 0.4221 2.2535
H 0.6844 1.8773 1.9752
H -0.3349 1.3626 -1.1064
H -1.2455 1.7648 0.3759
H -0.7317 -2.2150 -0.3854
H 0.0530 -1.8824 -2.5881
*
```

The calculation puts the HOMO-LUMO gap at 8.595 eV. The value obtained for the molar mass is 102.093 g/mol. The calculation puts the HOMO energy at -0.3018 Eh.


Most stable one: <i>, least stable one: <ii>.